Entry 1:
The following is a DFT calculation (ωB97M-V/def2-TZVPD) of C23H23F6N4O5PRu as an isolated structure in a non-equilibrium geometry.

The geometry in XYZ format:
```
63
Properties=species:S:1:pos:R:3:forces:R:3:nbo_charge:R:1
Ru 0.44738 -0.07155 -0.15264 -3.3 -3.4 -1.6 1.270
C -0.00598 -0.46944 -3.51329 0.0 0.3 -0.5 -0.410
N -0.12455 -1.28713 -2.31208 0.4 0.7 1.0 -0.420
C 0.77262 -2.43728 -2.35844 0.3 -0.5 0.1 -0.418
C -1.48460 -1.70452 -2.10878 -0.4 0.2 0.7 0.250
C -2.13250 -2.52328 -3.01686 -0.1 0.1 -0.2 -0.242
C -3.41905 -2.97655 -2.77506 0.1 0.2 0.1 -0.174
C -4.05617 -2.62622 -1.59262 -0.1 0.0 -0.1 -0.205
C -3.44011 -1.79813 -0.68410 0.3 0.1 0.1 -0.186
C -2.15726 -1.27064 -0.94126 -0.5 -1.5 -1.0 0.074
N -1.50824 -0.43665 -0.09473 2.7 1.3 0.5 -0.353
C -2.15696 0.25300 0.89926 -0.9 0.8 1.5 0.087
C -3.44371 0.79982 0.75269 0.5 -0.2 0.0 -0.194
C -3.99588 1.56988 1.75450 0.1 0.1 0.1 -0.190
C -3.29448 1.80043 2.92692 0.0 -0.1 -0.1 -0.170
C -2.01992 1.27813 3.08903 0.0 -0.1 -0.1 -0.225
C -1.43222 0.53794 2.08255 -0.8 0.1 -0.4 0.255
N -0.10146 -0.00611 2.20428 0.4 0.7 -1.4 -0.431
C -0.14729 -1.19130 3.05656 0.2 -0.7 0.0 -0.408
C 0.90257 0.93882 2.68605 0.4 0.8 0.4 -0.432
H -0.34785 -1.01640 -4.39954 0.0 0.0 0.1 0.186
H 1.03257 -0.18458 -3.66294 0.0 0.0 0.0 0.227
H -0.59538 0.43645 -3.39034 0.1 0.0 -0.1 0.242
H 0.54689 -3.08786 -3.21049 0.0 0.1 0.0 0.188
H 0.67549 -3.01475 -1.43871 0.0 0.1 -0.1 0.241
H 1.80158 -2.09145 -2.45923 0.0 0.1 0.1 0.212
H -1.63095 -2.82761 -3.92410 0.1 0.0 0.0 0.223
H -3.90995 -3.61071 -3.49593 0.0 -0.1 0.0 0.225
H -5.04039 -3.00741 -1.37494 -0.1 -0.1 0.0 0.226
H -3.92506 -1.57065 0.25374 0.0 0.0 0.0 0.238
H -3.96559 0.67856 -0.18233 0.0 0.0 -0.1 0.226
H -4.96354 2.02494 1.60764 -0.1 0.0 0.0 0.225
H -3.71983 2.41498 3.70470 0.0 0.1 0.1 0.223
H -1.47251 1.48820 3.99347 0.1 0.0 0.1 0.223
H -0.50531 -0.93603 4.06073 0.0 0.2 -0.1 0.199
H 0.84456 -1.63015 3.14871 0.0 0.0 0.0 0.230
H -0.81198 -1.93193 2.61401 0.0 0.0 0.0 0.221
H 0.66009 1.32539 3.68200 0.0 -0.1 0.0 0.195
H 0.97685 1.78908 2.00847 0.0 0.0 0.1 0.262
H 1.86864 0.43212 2.75163 -0.1 0.0 -0.1 0.204
O 6.50380 0.39926 0.19114 0.3 0.0 0.0 -0.632
C 5.18847 0.21719 0.05447 -0.9 -0.1 -0.1 0.381
C 4.49603 -0.83697 0.66289 -0.1 0.1 -0.1 -0.300
C 3.12701 -0.91415 0.50825 0.0 -0.3 0.3 0.123
N 2.44239 -0.00957 -0.19632 1.3 0.2 0.6 -0.469
C 3.09772 0.94894 -0.85646 -0.2 0.5 -0.4 0.150
C 4.46403 1.10148 -0.75732 0.1 -0.1 0.2 -0.264
C 2.17172 1.73352 -1.82584 2.5 0.2 0.3 0.773
O 2.67724 2.48488 -2.62893 -0.2 0.0 0.0 -0.590
O 0.96499 1.37349 -1.72796 -1.7 -1.4 1.3 -0.639
C 2.26416 -2.04810 1.09310 1.9 0.5 0.4 0.746
O 2.76077 -2.81502 1.89470 -0.1 -0.1 -0.1 -0.615
O 1.07357 -2.06848 0.65090 -1.9 1.7 -1.4 -0.652
H 6.89908 -0.26799 0.76958 -0.2 0.1 -0.1 0.493
H 5.00222 -1.59107 1.24829 0.0 -0.1 0.1 0.249
H 4.95678 1.89582 -1.29447 0.0 0.1 -0.1 0.268
F -0.69232 2.16565 0.08633 -0.1 0.1 -0.1 -0.616
P -0.40002 3.82438 0.27093 -0.1 -0.5 0.4 2.616
F 1.18214 3.40128 0.33389 -0.1 0.4 -0.1 -0.600
F -0.47478 3.57258 1.88731 0.1 0.1 -0.2 -0.601
F -0.35183 3.96369 -1.31525 0.1 0.0 0.1 -0.568
F -1.99819 4.04642 0.27027 0.3 0.1 -0.1 -0.582
F -0.07547 5.36333 0.49197 0.0 -0.1 0.0 -0.568
```
Forces are in eV/Å.

Computed properties:
Total energy, eV: -68602.8294
LUMO level (spin up / spin down), eV: -3.1 / -3.1

***

Entry 2:
The following is a DFT calculation (ωB97M-V/def2-TZVPD) of C3H7NO as an isolated structure in a non-equilibrium geometry.

The geometry in XYZ format:
```
12
Properties=species:S:1:pos:R:3:forces:R:3:nbo_charge:R:1
C 0.98493 -1.28417 -0.29846 2.1 -2.4 0.7 -0.656
C 0.50184 0.06984 -0.34265 1.0 4.9 1.1 -0.382
C -0.49757 0.42714 0.64753 -3.3 -3.1 1.0 0.580
O -0.60031 -0.20951 1.68581 1.1 0.5 1.0 -0.635
N -1.55314 1.15288 0.25365 -1.8 2.8 -4.1 -0.834
H 2.06130 -1.39575 -0.46243 0.0 0.3 -0.1 0.221
H 0.81483 -1.77501 0.66064 -0.2 0.3 0.0 0.256
H 0.55336 -1.94947 -1.05235 -0.4 0.5 -0.2 0.228
H 0.54756 0.55850 -1.31314 -0.7 0.0 0.0 0.226
H 0.95966 1.16324 0.39726 1.0 -2.8 -1.9 0.222
H -1.60352 1.36141 -0.75119 0.7 -0.5 0.4 0.363
H -2.16895 1.88090 0.57534 0.4 -0.5 2.0 0.411
```
Forces are in eV/Å.

Computed properties:
Total energy, eV: -6759.9564
LUMO level, eV: 0.8

***

Entry 3:
The following is a DFT calculation (ωB97M-V/def2-TZVPD) of C21H23ClN2O5S in the gas phase in a non-equilibrium geometry.

The geometry in XYZ format:
```
53
Properties=species:S:1:pos:R:3:forces:R:3:nbo_charge:R:1
C -4.98795 -2.64524 0.01219 4.8 -2.6 -5.9 -0.586
C -4.14454 -1.71025 -0.92606 -4.3 -6.1 -4.4 -0.229
N -3.93833 -0.62597 -0.32149 2.9 10.8 8.9 -0.666
C -3.15711 -0.50831 0.98739 -8.8 7.2 -1.1 0.084
C -3.28924 0.52012 1.99363 -8.0 1.7 -8.0 -0.176
C -2.35441 0.76754 2.77605 4.0 0.5 5.2 -0.265
C -1.41303 -0.19134 3.01211 6.1 -2.6 3.7 -0.165
C -1.23055 -1.33249 2.22575 -1.0 1.7 0.0 -0.209
C -2.18873 -1.19559 1.17571 9.9 -13.4 -1.9 -0.227
S -4.04046 0.83787 -0.95589 -1.9 8.3 1.1 2.274
O -4.50048 0.64883 -2.27311 -0.1 -1.1 -2.5 -0.940
O -4.77018 2.05667 -0.35655 1.1 -4.3 0.1 -0.930
C -2.39386 1.60367 -0.85221 1.4 -2.2 -4.3 -0.219
C -2.02568 2.97192 -0.72584 0.0 -3.5 3.5 -0.211
C -0.74542 3.18802 -0.20990 -3.9 -14.7 -7.9 -0.121
C 0.27713 2.32622 -0.67982 -1.7 -1.4 1.2 -0.040
Cl 1.99008 2.78555 -0.59237 -1.2 -0.5 0.1 0.005
C -0.17793 1.03708 -1.06356 3.5 -4.0 -3.2 0.160
N 0.86488 -0.00305 -1.40987 5.6 5.3 0.4 -0.648
C 0.86360 -1.34922 -1.61835 0.9 3.5 -1.6 0.655
O -0.19445 -1.82205 -1.76299 -4.1 -4.1 0.0 -0.610
C 2.14711 -2.03584 -1.99265 0.5 0.7 12.4 -0.103
O 3.26337 -1.22036 -1.70468 3.0 4.1 -2.6 -0.578
C 3.89018 -0.88584 -0.42934 -6.1 -7.7 -2.5 0.818
O 3.45085 -1.70210 0.29991 -0.5 -0.8 4.8 -0.558
C 4.98679 -0.13779 -0.19129 1.1 4.9 -11.0 -0.405
C 6.07956 -0.36294 0.55695 5.7 -4.5 6.0 -0.389
C 5.04899 0.85459 0.85907 4.7 -3.9 -2.0 -0.169
C 5.69661 2.07194 0.73347 -5.7 2.5 -8.7 -0.518
C -1.45655 0.63454 -1.44568 -0.2 7.1 5.2 -0.207
H -5.82401 -2.18591 0.20652 -4.7 2.2 1.3 0.203
H -4.35106 -2.84214 0.80617 0.6 -0.9 1.7 0.206
H -5.06241 -3.47625 -0.75497 -0.6 0.1 1.8 0.212
H -4.71439 -1.33652 -1.84786 0.5 -1.5 0.9 0.265
H -3.23474 -2.10739 -1.25736 1.4 -1.6 -0.8 0.186
H -4.03135 1.36041 1.79154 0.5 -1.5 0.5 0.252
H -2.43390 1.56507 3.45036 0.1 1.2 0.7 0.224
H -0.66151 -0.04899 3.98100 -2.0 -0.2 -2.6 0.206
H -0.49283 -2.22654 2.27195 -1.4 2.1 0.2 0.256
H -2.12509 -2.13357 0.38283 0.3 2.3 1.7 0.205
H -2.71770 3.50713 -0.19502 -2.3 1.9 0.3 0.233
H -0.37402 3.92227 -0.01694 6.2 15.7 4.8 0.157
H 1.91463 0.50349 -1.60043 -3.9 -2.1 0.9 0.410
H 2.26087 -2.38549 -2.85551 0.5 -2.6 -7.4 0.200
H 2.20356 -2.95520 -1.15861 -0.3 1.9 -2.3 0.208
H 5.37142 0.10261 -1.38858 -1.2 0.4 3.0 0.222
H 7.26082 -0.26113 0.20252 -3.6 0.5 0.7 0.250
H 6.08058 -1.39252 1.20493 -0.3 2.8 -1.2 0.232
H 4.31273 0.65179 1.46490 -3.4 -0.7 4.0 0.227
H 4.63682 2.85775 0.54189 3.0 -1.5 -0.1 0.150
H 5.95008 2.48606 1.52717 3.5 3.3 7.0 0.201
H 6.31800 2.07272 -0.18369 -0.1 0.6 1.0 0.226
H -1.83673 -0.25384 -1.69343 -0.4 -3.5 -1.1 0.242
```
Forces are in eV/Å.

Computed properties:
Total energy, eV: -58706.9833
LUMO level, eV: -0.1
SMILES: CCN(c1ccccc1)S(=O)(=O)c1ccc(Cl)c(NC(=O)COC(=O)[C@@H]2C[C@H]2C)c1

***

Entry 4:
The following is a DFT calculation (ωB97M-V/def2-TZVPD) of an isolated ion of composition C4H10N and charge +1 in a non-equilibrium geometry.

The geometry in XYZ format:
```
15
Properties=species:S:1:pos:R:3:forces:R:3:nbo_charge:R:1
C -0.10553 -1.52715 -1.60768 -3.0 1.1 1.5 -0.694
C 0.44010 -0.75513 -0.41426 -1.0 1.8 0.6 0.311
N 0.05169 0.25081 0.36079 0.2 -1.5 -3.4 -0.225
C 0.97795 0.84494 1.29545 -0.2 -0.6 0.2 -0.408
C -1.20189 0.97740 0.33753 2.3 2.8 0.7 -0.413
H -0.93587 -0.93190 -2.17384 1.5 -1.3 1.0 0.262
H 0.72238 -1.73587 -2.23256 0.8 -0.1 -0.7 0.269
H -0.49985 -2.53160 -1.22245 0.4 1.4 -0.6 0.291
H 1.42308 -1.02768 -0.14788 1.1 -0.5 0.2 0.200
H 0.57607 0.57984 2.22787 -0.4 0.0 1.7 0.228
H 1.85854 0.27173 1.19932 1.5 0.2 0.0 0.223
H 1.03633 1.92993 1.25340 0.2 -0.2 -0.5 0.249
H -1.54762 0.89301 1.33250 -1.1 -0.1 0.9 0.236
H -0.95777 2.10237 0.18183 -0.4 -1.9 0.1 0.240
H -1.83763 0.65930 -0.39003 -1.9 -1.0 -1.8 0.231
```
Forces are in eV/Å.

Computed properties:
Total energy, eV: -5792.4400
LUMO level, eV: -4.6
Total charge: +1
SMILES: CC=[N+](C)C

***

Entry 5:
The following is a DFT calculation (ωB97M-V/def2-TZVPD) of a 17-piece molecular cluster, C4H32BO24 overall in a non-equilibrium geometry.

The geometry in XYZ format:
```
61
Properties=species:S:1:pos:R:3:forces:R:3:nbo_charge:R:1
O -30.90685 2.58815 -8.46765 0.7 -0.8 0.1 -0.537
C -29.79992 2.29064 -8.11680 0.8 2.6 1.4 0.682
O -29.03919 2.98551 -7.18825 -1.9 -1.0 -1.7 -0.654
B -27.65488 2.51755 -7.27000 -0.5 1.3 1.2 1.158
O -27.73272 1.28783 -8.01979 -0.1 -0.9 -1.4 -0.645
C -28.90001 1.19880 -8.62763 -0.5 -4.2 -2.6 0.718
O -29.23867 0.27546 -9.43730 1.3 3.4 2.9 -0.632
O -27.16562 2.29253 -5.90401 2.4 1.1 0.9 -0.639
C -26.09012 3.09941 -5.66851 -0.1 0.8 -1.0 0.714
O -25.30822 3.21790 -4.74237 -2.2 -1.0 -1.2 -0.582
C -25.90924 4.00409 -6.97432 1.6 0.5 -0.2 0.691
O -26.82435 3.59164 -7.87764 1.5 0.4 1.0 -0.641
O -24.98547 4.83604 -7.08195 -3.1 -2.3 -0.2 -0.598
O -30.87036 1.42251 -4.67872 -0.3 0.0 0.1 -0.933
H -30.52871 1.37036 -5.57136 0.1 0.0 -0.1 0.460
H -30.09260 1.52052 -4.12942 0.3 0.0 0.1 0.474
O -25.32490 -0.20656 -5.98573 0.3 -0.1 -0.3 -0.929
H -24.95513 0.56459 -6.41564 0.3 0.2 -0.1 0.464
H -25.85910 -0.62475 -6.66100 -0.1 -0.2 0.2 0.470
O -26.61388 1.36425 -10.77864 0.0 0.4 -0.1 -0.945
H -26.44000 0.85460 -9.98728 0.0 -0.1 0.3 0.473
H -26.35309 0.78818 -11.49723 0.0 -0.2 -0.2 0.472
O -31.25661 0.28867 -11.64465 -0.3 -0.2 -0.3 -0.964
H -30.59956 0.28626 -10.94858 0.4 0.1 0.7 0.500
H -30.80894 -0.09525 -12.39859 0.0 0.0 -0.3 0.471
O -26.73442 7.70231 -7.38428 -0.2 0.5 0.6 -0.963
H -26.41498 7.17289 -8.11497 0.0 -0.2 -0.6 0.488
H -26.80144 7.08748 -6.65373 0.0 -0.1 0.2 0.455
O -30.99267 -2.28474 -9.55372 0.1 -0.4 0.0 -0.950
H -30.69182 -1.58507 -8.97391 0.1 0.3 0.1 0.474
H -31.56849 -1.84633 -10.18019 -0.2 0.2 -0.2 0.476
O -25.75774 6.35960 -9.50021 0.2 0.1 -0.5 -0.959
H -25.94911 5.84047 -10.28130 -0.2 -0.1 -0.2 0.482
H -25.15772 5.81472 -8.99098 0.2 -0.3 0.5 0.491
O -27.73737 -1.76897 -6.52651 0.1 0.1 0.3 -0.931
H -28.41726 -2.36078 -6.84860 -0.2 -0.2 -0.1 0.477
H -27.41262 -1.32696 -7.31096 -0.3 0.1 -0.4 0.456
O -34.06303 2.68573 -8.68618 -0.6 -0.2 0.3 -0.941
H -33.59041 1.85923 -8.78495 0.1 -0.1 -0.2 0.462
H -33.37876 3.35506 -8.68710 0.0 0.2 0.0 0.478
O -22.09010 3.61563 -7.97160 -0.1 -0.3 -0.2 -0.937
H -22.50264 4.33672 -8.44707 -0.2 0.2 0.0 0.467
H -21.22314 3.94723 -7.73779 0.2 0.1 0.2 0.471
O -22.82168 4.41385 -4.84678 0.7 0.2 0.4 -0.950
H -23.37748 5.13359 -5.14559 -0.2 0.0 -0.2 0.474
H -23.27153 3.62340 -5.14521 -0.1 0.0 -0.2 0.478
O -27.51347 -2.00960 -11.36309 0.3 0.0 0.0 -0.943
H -27.68332 -2.38847 -12.22555 0.0 -0.2 -0.2 0.464
H -28.23321 -1.39375 -11.22553 -0.3 0.2 0.3 0.479
O -32.32035 4.70449 -7.44013 -0.2 0.6 0.0 -0.968
H -32.02515 4.99793 -6.57816 0.0 0.1 0.2 0.471
H -31.74788 3.96708 -7.65165 0.3 -0.3 -0.1 0.480
O -25.60214 0.70506 -3.43168 -0.1 -0.2 0.8 -0.962
H -25.29498 0.00769 -4.01096 -0.1 -0.1 -0.2 0.481
H -25.62312 1.48538 -3.98566 0.1 0.1 0.1 0.464
O -23.73499 3.24013 -2.00993 0.2 0.0 0.4 -0.941
H -23.97621 3.50393 -2.89787 0.1 0.1 -0.4 0.483
H -24.43448 3.58910 -1.45751 -0.2 0.0 0.1 0.456
O -32.58356 2.73496 -11.20452 -0.3 0.4 -0.2 -0.954
H -31.90953 3.36554 -10.95095 0.1 0.2 0.1 0.459
H -32.09521 1.98667 -11.54776 0.2 -0.5 -0.1 0.484
```
Forces are in eV/Å.

Computed properties:
Total energy, eV: -54492.2399
LUMO level, eV: 0.9
Total charge: -1

***

Entry 6:
The following is a DFT calculation (ωB97M-V/def2-TZVPD) of a 2-piece molecular cluster, C3H9NO3 overall in a non-equilibrium geometry.

The geometry in XYZ format:
```
16
Properties=species:S:1:pos:R:3:forces:R:3:nbo_charge:R:1
C 1.77315 -1.12148 -2.33689 0.9 1.4 0.6 -0.724
C 0.94118 0.15726 -2.40805 -0.8 -0.6 -1.3 0.682
O 1.10551 1.05033 -3.22045 0.5 -0.2 0.3 -0.613
N -0.16101 0.20312 -1.58608 1.8 0.4 -0.6 -0.645
C -0.34504 -0.64040 -0.45405 -2.7 -1.1 0.7 0.096
O -1.00740 0.09855 0.54289 -0.3 0.4 0.4 -0.729
H 2.23316 -1.01077 -1.33554 -0.1 -0.8 -0.3 0.221
H 2.60852 -1.09817 -3.04740 -0.5 0.1 0.0 0.246
H 1.18607 -2.02681 -2.43249 -0.1 -0.1 0.2 0.232
H -0.49480 1.16026 -1.58654 -0.6 -0.3 0.5 0.421
H 0.48254 -1.24744 -0.12285 0.9 0.6 0.1 0.174
H -1.10228 -1.43549 -0.66440 0.4 0.5 -0.4 0.153
H -0.52891 0.30297 1.34846 0.5 -0.1 -0.2 0.485
O -2.19414 1.77090 5.35364 -0.1 0.1 1.0 -0.925
H -1.82052 2.49403 5.87338 0.3 0.2 -0.5 0.463
H -2.67603 1.34315 6.07637 -0.2 -0.4 -0.5 0.463
```
Forces are in eV/Å.

Computed properties:
Total energy, eV: -10889.0969
LUMO level, eV: 0.6
SMILES: CC(=O)NCO.O